# C4H9ClN3O2

A gas-phase ion, C4H9ClN3O2 (charge -1) in a non-equilibrium geometry (the ωB97M-V functional and the def2-TZVPD basis, OMol25).

## Properties
- SMILES = CC(C)[N-][N+](=O)[N-]OCCl
- net charge = -1
- HOMO-LUMO gap (eV) = 6.50
- LUMO (eV) = 3.32
- energy above the lowest of the compared OMol25 structures with the same formula, charge and spin (eV) = 0.000
- HOMO level (eV) = -3.2

Geometry (Å):
C: 1.2547 -1.8097 -0.4949
C: 1.3985 -0.2818 -0.2801
C: 2.6242 0.2253 -1.0293
N: 0.2776 0.4515 -0.7964
N: -0.8437 0.2039 -0.2198
O: -0.9681 -0.6365 0.7131
N: -1.7793 1.1313 -0.5656
O: -2.9902 0.9048 -0.0685
C: -3.0385 1.3134 1.5824
Cl: -4.6559 1.4459 2.1372
H: 1.9593 -2.5658 -0.0462
H: 0.2455 -1.9048 0.0442
H: 0.9801 -2.0733 -1.5811
H: 1.5191 -0.0263 0.8812
H: 2.4881 -0.1198 -2.1420
H: 3.6107 -0.2148 -0.6944
H: 2.8772 1.2284 -1.0291
H: -2.4476 2.2786 1.5298
H: -2.5116 0.4496 2.0596


# C6H15NO2S2

A single C6H15NO2S2 molecule in a non-equilibrium geometry (the ωB97M-V functional and the def2-TZVPD basis, OMol25).

## Properties
- expectation value of S² = 2.005
- HOMO-LUMO gap (spin up / spin down) (eV) = 6.98 / 6.52
- spin multiplicity = 3
- LUMO (spin up / spin down) (eV) = 0.65 / -2.83
- energy above the lowest of the compared OMol25 structures with the same formula, charge and spin (eV) = 0.289
- HOMO level (spin up / spin down) (eV) = -6.3 / -9.4

Geometry (Å):
C: -2.9309 -0.5390 0.7877
C: -1.7718 -1.9991 -0.9245
C: 2.9239 1.2895 -0.3609
C: 1.0427 1.7498 1.3752
C: -1.9700 -0.5891 -0.4039
C: 1.4645 1.6007 -0.0189
N: -0.6995 0.0689 0.1044
O: 0.1389 0.6867 -2.1761
O: 1.3504 -0.9172 -1.0144
S: 1.9136 -1.7820 0.3268
S: 0.4175 0.3566 -0.8607
H: -3.9540 -1.0630 0.6285
H: -2.4584 -1.1569 1.7360
H: -3.0079 0.4831 1.1018
H: -2.6565 -2.5138 -1.4004
H: -1.3649 -2.6959 -0.0573
H: -0.9587 -2.0015 -1.7377
H: 2.9239 0.7502 -1.3606
H: 3.7732 2.0200 -0.4800
H: 3.4876 0.4507 0.2224
H: 1.6148 1.1485 2.0929
H: -0.0757 1.4752 1.6132
H: 1.0747 2.7719 1.7538
H: -2.2862 0.1941 -1.0975
H: 1.1475 2.4824 -0.6527
H: 0.8611 -2.2708 0.8028


# C6H9I

A single C6H9I molecule in a non-equilibrium geometry (the ωB97M-V functional and the def2-TZVPD basis, OMol25).

## Properties
- HOMO-LUMO gap (spin up / spin down) (eV) = 7.21 / 7.81
- LUMO (spin up / spin down) (eV) = -0.90 / -0.18
- energy above the lowest of the compared OMol25 structures with the same formula, charge and spin (eV) = 6.026
- HOMO level (spin up / spin down) (eV) = -8.1 / -8.0

Geometry (Å):
C: -0.6027 -2.0713 0.3598
C: -1.8499 -0.4832 -0.7901
C: 0.5855 -1.2872 0.1906
C: 0.5231 -0.1989 -0.8350
C: -0.7975 0.5040 -0.6938
C: -0.9168 1.5146 0.5925
I: -3.7528 -0.0566 -0.0169
H: -0.5143 -3.1191 0.2552
H: 0.7219 -0.5121 1.0713
H: 1.4644 -1.9558 0.1731
H: 1.3305 0.4701 -0.8173
H: 0.5664 -0.7467 -1.9207
H: -0.8288 1.1034 -1.6882
H: -0.2949 2.4890 0.6411
H: -0.9924 0.9741 1.5675
H: -1.8691 1.9539 0.4952